1.
133
Properties=species:S:1:pos:R:3:forces:R:3:lowdin_charge:R:1 method="wB97M-V/def2-TZVPD" charge=-1 spin_multiplicity=1
C 3.4808 2.1053 -1.0344 0.0 -0.7 0.7 -0.153
C 2.5103 0.7857 -0.8836 -0.5 0.1 -1.1 -0.225
C 1.9988 0.3321 -2.4059 -0.1 -0.8 1.6 -0.237
O 0.8082 -0.5340 -2.1983 1.9 0.3 -1.4 -0.282
C 0.9325 -1.7518 -3.0647 -0.5 -0.7 -0.3 -0.324
C -0.3788 -2.7353 -2.9914 -0.4 1.4 -1.4 -0.297
C -1.7264 -1.8085 -3.1030 0.9 0.4 0.7 -0.322
C -2.3487 -1.3590 -1.6184 0.3 0.3 -0.2 -0.241
C -3.0517 0.1040 -1.8564 -0.4 -0.6 0.6 -0.218
C -3.9937 0.6306 -0.6216 0.5 0.6 -0.1 -0.187
N -4.4143 2.0674 -0.9971 -1.4 1.0 -0.6 -0.205
C -5.6070 2.1565 -1.9426 3.0 6.8 1.8 -0.043
C -5.7145 3.7982 -2.1472 2.2 -2.6 1.9 -0.104
C -4.5472 4.5652 -1.2798 -0.3 -5.6 0.1 -0.098
C -3.7144 3.3508 -0.5416 -4.7 0.6 -3.7 -0.047
H 4.5283 1.8128 -0.5679 -2.0 0.8 -1.2 0.072
H 3.5554 2.3620 -2.1903 0.1 -0.2 2.6 0.077
H 3.0725 3.0095 -0.3921 0.8 -1.7 -1.6 0.061
H 3.1168 -0.1149 -0.4148 -1.5 1.9 -0.8 0.112
H 1.5021 1.0076 -0.2855 2.4 -0.5 -1.1 0.109
H 1.7619 1.3017 -3.0382 0.4 -2.0 1.1 0.122
H 2.8262 -0.3485 -2.8865 -1.4 1.6 0.6 0.115
H 1.8628 -2.3353 -2.6526 -1.4 1.0 -1.0 0.094
H 1.1708 -1.3425 -4.1553 -0.3 -0.6 1.7 0.099
H -0.3486 -3.3467 -4.0058 0.1 1.1 1.7 0.006
H -2.6197 -2.3014 -3.6808 1.7 0.8 0.9 0.085
H -1.3943 -0.7925 -3.6332 -1.1 -1.7 0.9 0.087
H -1.4879 -1.2830 -0.8032 -1.6 -0.1 -1.9 0.094
H -3.1006 -2.1800 -1.1873 1.4 1.8 -1.1 0.100
H -2.2314 0.9138 -2.0586 -1.5 -1.6 0.4 0.119
H -3.7421 0.0389 -2.8081 1.3 0.2 1.8 0.109
H -3.4467 0.7276 0.4130 -0.8 -0.4 -2.1 0.116
H -4.9742 -0.0170 -0.4523 2.1 1.4 -0.5 0.125
H -6.2655 1.2980 -2.4064 1.9 1.8 1.3 0.089
H -6.5252 4.2726 -2.8556 1.9 -0.9 1.7 0.057
H -4.2988 5.7112 -1.1813 -0.7 -2.7 -0.3 0.066
H -2.7762 3.3647 0.1649 -2.3 -0.3 -1.7 0.103
C 5.8679 -0.8790 7.5503 -0.3 -0.1 -0.1 -0.064
C 6.2435 0.0638 6.5936 -0.3 0.0 -0.2 -0.063
C 5.3776 0.3775 5.5448 0.2 -0.1 0.3 0.005
C 4.1363 -0.2626 5.4452 0.6 0.0 0.4 -0.082
C 3.7712 -1.2229 6.3878 0.6 0.1 0.3 -0.080
C 4.6342 -1.5236 7.4497 0.3 0.2 0.0 0.003
C 2.4857 -1.9402 6.2647 -0.5 -0.9 0.6 -0.265
O 2.1626 -2.7814 7.0943 0.2 0.5 -0.3 0.075
C 1.5999 -1.6355 5.1234 -0.5 -0.2 -0.2 -0.088
C 0.4050 -2.3491 4.9626 -0.2 0.1 -0.2 0.006
C -0.4450 -2.0580 3.8934 0.3 0.0 0.3 -0.048
C -0.1099 -1.0501 2.9897 0.3 0.1 0.1 -0.036
C 1.0825 -0.3415 3.1443 -0.2 -0.1 0.0 0.019
C 1.9437 -0.6419 4.2081 -0.5 0.0 -0.4 -0.085
C 3.2194 0.0887 4.3425 0.2 1.1 -1.2 -0.277
O 3.5169 0.9715 3.5461 -0.1 -0.5 0.6 0.097
H 6.5388 -1.1168 8.3728 -0.1 0.0 -0.1 0.105
H 7.2104 0.5569 6.6650 -0.2 -0.1 0.0 0.105
H 5.6754 1.1183 4.8046 -0.3 -0.2 0.1 0.121
H 4.3500 -2.2624 8.1970 -0.1 0.1 -0.3 0.116
H 0.1343 -3.1353 5.6655 0.2 0.2 -0.1 0.119
H -1.3699 -2.6169 3.7674 0.2 0.1 0.0 0.110
H -0.7753 -0.8183 2.1609 0.2 -0.1 0.1 0.109
H 1.3399 0.4406 2.4320 0.1 -0.2 0.2 0.116
C 0.7565 -6.0006 8.7726 0.1 -0.3 -0.2 -0.052
C 1.9728 -5.3549 8.5523 0.2 -0.2 -0.1 -0.065
C 2.9653 -5.9756 7.7921 -0.2 0.1 0.2 0.010
C 2.7454 -7.2520 7.2602 -0.2 0.5 0.4 -0.085
C 1.5387 -7.9077 7.5011 -0.2 0.4 0.3 -0.089
C 0.5371 -7.2758 8.2496 0.1 0.3 0.1 0.004
C 1.3149 -9.2743 6.9869 -1.3 -0.5 0.3 -0.280
O 0.2539 -9.8496 7.1951 0.6 0.3 -0.1 0.092
C 2.3909 -9.9403 6.2262 0.3 -0.6 -0.3 -0.085
C 2.2143 -11.2574 5.7824 0.3 -0.2 -0.2 0.004
C 3.2216 -11.8902 5.0508 -0.2 0.3 0.2 -0.062
C 4.4011 -11.2083 4.7529 -0.1 0.3 0.2 -0.061
C 4.5820 -9.8981 5.1984 0.0 -0.3 -0.1 0.006
C 3.5785 -9.2665 5.9450 0.2 -0.6 -0.3 -0.085
C 3.7941 -7.8934 6.4423 1.2 0.8 -0.3 -0.277
O 4.8323 -7.2950 6.1848 -0.6 -0.4 0.2 0.096
H -0.0205 -5.5131 9.3574 0.1 -0.1 -0.1 0.107
H 2.1485 -4.3663 8.9707 0.0 -0.2 -0.2 0.097
H 3.9104 -5.4633 7.6198 -0.2 -0.2 -0.1 0.121
H -0.4127 -7.7760 8.4303 0.3 0.0 -0.1 0.119
H 1.2951 -11.7958 6.0081 0.2 0.3 0.0 0.120
H 3.0845 -12.9147 4.7117 0.0 0.2 0.1 0.105
H 5.1830 -11.6984 4.1768 -0.1 0.1 0.1 0.106
H 5.5075 -9.3738 4.9661 -0.3 0.0 0.2 0.121
C 3.3965 8.4365 -5.1475 0.0 -0.2 0.3 -0.058
C 3.8602 9.7284 -4.9004 0.1 0.0 0.4 -0.063
C 4.3652 10.0603 -3.6421 -0.1 0.0 -0.3 0.001
C 4.3954 9.1003 -2.6234 -0.2 0.1 -0.6 -0.088
C 3.9091 7.8157 -2.8633 -0.1 0.2 -0.6 -0.082
C 3.4190 7.4795 -4.1319 0.0 0.2 -0.2 0.010
C 3.8902 6.8095 -1.7819 -0.6 -1.5 -0.3 -0.274
O 3.4665 5.6799 -1.9928 0.3 0.8 0.1 0.103
C 4.3810 7.1869 -0.4414 0.1 -0.1 0.7 -0.081
C 4.3152 6.2608 0.6078 0.1 0.1 0.3 0.016
C 4.7895 6.6050 1.8754 -0.1 0.0 -0.4 -0.054
C 5.3379 7.8681 2.0961 0.0 0.2 -0.4 -0.062
C 5.3995 8.7946 1.0542 0.0 -0.2 0.3 0.001
C 4.9110 8.4562 -0.2147 0.1 -0.1 0.6 -0.088
C 4.9479 9.4552 -1.3010 0.6 1.3 0.2 -0.280
O 5.4254 10.5672 -1.1066 -0.3 -0.6 -0.1 0.089
H 3.0114 8.1752 -6.1307 0.1 0.0 0.2 0.108
H 3.8309 10.4778 -5.6882 0.0 -0.1 0.2 0.105
H 4.7303 11.0693 -3.4580 0.0 -0.3 0.1 0.119
H 3.0502 6.4747 -4.3305 0.1 0.2 0.2 0.125
H 3.8915 5.2714 0.4430 0.1 0.3 -0.1 0.111
H 4.7327 5.8862 2.6900 0.0 0.1 -0.2 0.109
H 5.7140 8.1340 3.0816 -0.1 0.0 -0.2 0.105
H 5.8245 9.7805 1.2352 -0.2 -0.2 -0.2 0.119
C -7.6907 1.2867 -11.3343 -0.1 0.1 0.4 -0.064
C -7.1378 0.0063 -11.3303 0.0 -0.1 0.4 -0.062
C -7.0570 -0.7157 -10.1385 0.0 0.1 -0.3 0.007
C -7.5197 -0.1506 -8.9438 0.1 0.1 -0.7 -0.084
C -8.0499 1.1389 -8.9437 0.1 0.0 -0.7 -0.085
C -8.1463 1.8551 -10.1440 0.1 -0.1 -0.3 0.003
C -8.4952 1.7639 -7.6816 -0.5 1.3 0.1 -0.279
O -8.9644 2.8953 -7.6811 0.2 -0.6 0.0 0.093
C -8.3590 1.0095 -6.4196 -0.1 0.0 0.7 -0.085
C -8.7235 1.6117 -5.2083 0.0 -0.2 0.3 0.009
C -8.6104 0.9005 -4.0117 0.0 0.1 -0.4 -0.072
C -8.1432 -0.4134 -4.0222 0.1 -0.1 -0.4 -0.063
C -7.7741 -1.0139 -5.2268 -0.1 0.1 0.2 0.014
C -7.8732 -0.2971 -6.4268 -0.1 -0.1 0.7 -0.083
C -7.4466 -0.9286 -7.6911 0.6 -1.5 0.1 -0.276
O -7.0315 -2.0818 -7.7006 -0.3 0.8 0.0 0.102
H -7.7621 1.8458 -12.2647 0.0 -0.1 0.2 0.105
H -6.7711 -0.4317 -12.2560 -0.1 0.1 0.2 0.106
H -6.6289 -1.7167 -10.1438 -0.1 0.2 0.2 0.122
H -8.5717 2.8571 -10.1538 0.1 -0.3 0.2 0.120
H -9.0922 2.6361 -5.1917 0.1 -0.3 -0.2 0.121
H -8.8890 1.3718 -3.0717 0.1 -0.1 -0.2 0.108
H -8.0618 -0.9701 -3.0911 0.0 0.1 -0.2 0.110
H -7.4056 -2.0384 -5.2267 0.0 0.3 -0.2 0.125


2.
18
Properties=species:S:1:pos:R:3:forces:R:3:lowdin_charge:R:1 method="wB97M-V/def2-TZVPD" charge=-2 spin_multiplicity=1 de_lowest_kj_mol=0.0
Pd 1.6625 1.1431 0.0404 0.0 0.2 0.0 0.020
S 4.7605 4.1082 -1.8334 0.0 0.0 0.1 -0.286
As 4.0235 3.4343 0.0266 0.1 0.0 0.0 -0.598
S 3.8906 1.1951 0.1126 0.2 0.0 0.0 -0.066
S 1.7985 3.4165 0.0992 -0.1 0.0 0.0 -0.104
S 4.8832 4.2453 1.7758 0.0 0.0 -0.1 -0.285
F -4.5183 -1.7041 -0.0208 0.0 0.0 0.0 0.083
C -3.1761 -1.5825 -0.0196 0.0 0.0 0.0 -0.160
C -2.5784 -0.3370 -0.0134 0.0 0.0 0.0 -0.158
F -3.3446 0.7640 -0.0091 0.0 0.0 0.0 0.103
C -1.2005 -0.2347 -0.0119 0.0 0.1 0.0 -0.223
F -0.7020 1.0269 -0.0070 0.0 -0.1 0.0 -0.016
C -0.3357 -1.3327 -0.0164 0.1 -0.1 0.0 -0.578
S 1.4018 -1.2343 -0.0175 -0.2 0.0 0.0 0.542
C -0.9923 -2.5719 -0.0228 -0.1 0.0 0.0 -0.260
F -0.2746 -3.7071 -0.0278 0.0 0.0 0.0 0.057
C -2.3659 -2.7037 -0.0245 0.0 0.0 0.0 -0.159
F -2.9324 -3.9253 -0.0304 0.0 0.0 0.0 0.087


no.,HOMO level (eV),Kohn-Sham gap (eV)
1,-1.689,1.921
2,-1.247,5.514